Computed, not measured: a structure of composition C37H50Br2IInN3O2SbSi3, with wB97M-V/def2-TZVPD.

Properties
Frontier orbital gap, Eh: 0.267
Relative energy (zero: lowest compared OMol25 entry of this formula, charge and spin), kcal/mol: 0.00
E_tot, eV: -231281.78801
HOMO energy, hartree: -0.268
LUMO energy, eV: 0.0

The geometry in ORCA input format:
```
! wB97M-V def2-TZVPD RIJCOSX def2/J DEFGRID3
* xyz 0 1
In 0.73 1.07 -0.15
O -0.84 -2.22 -0.85
C -0.83 -3.27 -1.81
C 0.60 -3.61 -2.19
C 1.04 -4.90 -2.45
C 2.37 -5.09 -2.76
C 3.22 -3.99 -2.80
C 2.69 -2.74 -2.53
N 1.40 -2.55 -2.23
H -0.02 -1.73 -1.04
H -1.38 -2.97 -2.70
H -1.33 -4.14 -1.38
H 0.34 -5.73 -2.40
H 2.76 -6.08 -2.95
H 4.27 -4.10 -3.02
H 3.31 -1.85 -2.54
C 1.36 2.16 -3.75
C 2.60 1.85 -2.98
C 3.85 2.34 -3.44
C 4.99 2.04 -2.76
C 4.93 1.23 -1.61
C 6.06 0.82 -0.85
Br 7.80 1.37 -1.35
C 5.90 0.02 0.23
C 4.61 -0.41 0.62
Br 4.50 -1.55 2.13
C 3.46 -0.04 -0.04
O 2.26 -0.40 0.31
C 3.66 0.79 -1.20
N 2.52 1.12 -1.89
H 1.51 3.00 -4.43
H 0.55 2.40 -3.07
H 1.05 1.29 -4.33
H 3.87 2.95 -4.33
H 5.94 2.43 -3.09
H 6.76 -0.31 0.80
C -1.09 6.22 -1.06
C -1.13 5.53 -2.27
C -1.11 4.15 -2.29
C -1.04 3.41 -1.10
C -1.02 4.11 0.10
C -1.04 5.50 0.12
N -0.96 1.98 -1.10
C -1.70 1.30 -2.09
C -3.01 1.71 -2.39
C -3.77 1.05 -3.34
C -3.25 -0.04 -4.03
C -1.96 -0.47 -3.72
C -1.20 0.19 -2.76
H -1.09 7.30 -1.04
H -1.17 6.08 -3.20
H -1.17 3.63 -3.24
H -0.98 3.55 1.02
H -1.01 6.01 1.08
H -3.43 2.56 -1.86
H -4.77 1.40 -3.56
H -3.84 -0.56 -4.78
H -1.53 -1.30 -4.26
H -0.18 -0.14 -2.58
I 2.21 3.13 0.92
C -3.89 -1.71 3.07
Si -2.91 -1.87 1.49
C -3.90 -1.30 0.04
C -2.47 -3.68 1.35
Sb -0.81 -0.47 1.77
Si -1.62 1.38 3.36
C -0.34 2.65 3.77
C -2.22 0.65 4.97
C -3.03 2.15 2.41
Si 0.70 -1.96 3.20
C 1.53 -3.16 2.06
C 1.69 -0.71 4.15
C -0.29 -2.95 4.44
H -4.69 -2.45 3.06
H -4.34 -0.72 3.18
H -3.26 -1.90 3.94
H -4.72 -2.00 -0.17
H -3.27 -1.21 -0.85
H -4.34 -0.31 0.23
H -3.25 -4.27 1.84
H -1.52 -3.91 1.83
H -2.40 -4.00 0.31
H 0.35 2.29 4.54
H -0.84 3.55 4.15
H 0.27 2.95 2.91
H -1.75 -0.31 5.18
H -3.30 0.50 4.97
H -1.97 1.33 5.79
H -2.86 2.09 1.33
H -3.15 3.21 2.66
H -3.97 1.64 2.63
H 1.86 -2.67 1.14
H 0.81 -3.95 1.81
H 2.40 -3.62 2.53
H 2.17 0.01 3.48
H 2.47 -1.16 4.77
H 1.00 -0.17 4.81
H -0.96 -3.66 3.96
H -0.88 -2.31 5.11
H 0.42 -3.52 5.06
*
```

Atomic partial charges in e from the Mulliken method, atoms 1 to 99: atom 1 (In): 1.00, atom 2 (O): 0.66, atom 3 (C): -0.40, atom 4 (C): 0.43, atom 5 (C): -0.91, atom 6 (C): -0.38, atom 7 (C): -0.94, atom 8 (C): -0.11, atom 9 (N): 0.03, atom 10 (H): -0.75, atom 11 (H): 0.10, atom 12 (H): 0.38, atom 13 (H): 0.45, atom 14 (H): 0.42, atom 15 (H): 0.45, atom 16 (H): 0.39, atom 17 (C): -1.09, atom 18 (C): 0.56, atom 19 (C): -1.19, atom 20 (C): -1.15, atom 21 (C): 1.04, atom 22 (C): -0.15, atom 23 (Br): -0.25, atom 24 (C): -0.49, atom 25 (C): 0.29, atom 26 (Br): -0.16, atom 27 (C): 0.03, atom 28 (O): 0.18, atom 29 (C): -0.63, atom 30 (N): 0.65, atom 31 (H): 0.57, atom 32 (H): -0.04, atom 33 (H): 0.24, atom 34 (H): 0.52, atom 35 (H): 0.37, atom 36 (H): 0.46, atom 37 (C): -0.62, atom 38 (C): -0.96, atom 39 (C): 0.02, atom 40 (C): -0.22, atom 41 (C): -0.26, atom 42 (C): -1.06, atom 43 (N): 0.40, atom 44 (C): 0.80, atom 45 (C): -0.69, atom 46 (C): -0.79, atom 47 (C): -0.94, atom 48 (C): -0.94, atom 49 (C): 0.45, atom 50 (H): 0.40, atom 51 (H): 0.39, atom 52 (H): 0.45, atom 53 (H): 0.55, atom 54 (H): 0.45, atom 55 (H): 0.46, atom 56 (H): 0.43, atom 57 (H): 0.40, atom 58 (H): 0.52, atom 59 (H): 0.28, atom 60 (I): -0.53, atom 61 (C): -1.13, atom 62 (Si): 0.98, atom 63 (C): -0.78, atom 64 (C): -0.88, atom 65 (Sb): -1.39, atom 66 (Si): 1.31, atom 67 (C): -0.91, atom 68 (C): -1.16, atom 69 (C): -0.86, atom 70 (Si): 0.93, atom 71 (C): -0.51, atom 72 (C): -0.99, atom 73 (C): -1.10, atom 74 (H): 0.48, atom 75 (H): 0.24, atom 76 (H): 0.26, atom 77 (H): 0.46, atom 78 (H): -0.16, atom 79 (H): 0.30, atom 80 (H): 0.47, atom 81 (H): 0.07, atom 82 (H): 0.12, atom 83 (H): 0.34, atom 84 (H): 0.40, atom 85 (H): -0.11, atom 86 (H): 0.12, atom 87 (H): 0.36, atom 88 (H): 0.43, atom 89 (H): 0.01, atom 90 (H): 0.43, atom 91 (H): 0.43, atom 92 (H): -0.24, atom 93 (H): 0.36, atom 94 (H): 0.44, atom 95 (H): 0.19, atom 96 (H): 0.44, atom 97 (H): 0.24, atom 98 (H): 0.27, atom 99 (H): 0.24

***

Computed, not measured: a structure of composition C37H50Ge2N5O2Sr at a distorted geometry, with wB97M-V/def2-TZVPD.

Properties
Frontier orbital gap, Eh: 0.224
Relative energy (zero: lowest compared OMol25 entry of this formula, charge and spin), kcal/mol: 118.60
E_tot, eV: -164587.16985
HOMO energy, hartree: -0.326
LUMO energy, eV: -2.8

The geometry in ORCA input format:
```
! wB97M-V def2-TZVPD RIJCOSX def2/J DEFGRID3
* xyz 1 1
Sr 0.29 -1.62 -0.47
C 2.99 -3.69 0.54
C 3.94 -2.60 1.03
C 3.34 -1.82 2.17
C 4.10 -1.46 3.28
C 3.50 -0.76 4.31
C 2.16 -0.44 4.22
C 1.47 -0.83 3.08
N 2.04 -1.49 2.07
N 1.89 -3.07 -0.16
C 0.74 -4.03 -0.41
C 0.01 -4.41 0.87
C 0.12 -5.68 1.41
C -0.59 -5.97 2.57
C -1.37 -4.98 3.13
C -1.43 -3.74 2.52
N -0.76 -3.44 1.41
C 2.28 -2.31 -1.46
C 1.33 -2.66 -2.65
C 1.75 -3.70 -3.46
C 0.90 -4.17 -4.45
C -0.30 -3.53 -4.65
C -0.62 -2.45 -3.84
N 0.15 -2.00 -2.85
H 2.56 -4.17 1.42
H 3.50 -4.47 -0.05
H 4.17 -1.90 0.22
H 4.90 -3.04 1.31
H 5.14 -1.74 3.32
H 4.08 -0.48 5.18
H 1.65 0.10 5.01
H 0.42 -0.60 2.97
H 1.08 -4.93 -0.93
H 0.00 -3.59 -1.09
H 0.74 -6.42 0.93
H -0.52 -6.95 3.02
H -1.95 -5.16 4.03
H -2.05 -2.95 2.93
H 3.29 -2.58 -1.77
H 2.31 -1.20 -1.28
H 2.70 -4.17 -3.28
H 1.18 -5.02 -5.06
H -0.99 -3.84 -5.43
H -1.54 -1.90 -3.99
C -1.95 1.17 3.51
C -2.43 0.07 2.57
Ge -1.87 0.15 0.61
C -3.41 -0.93 -0.14
C -4.81 -0.34 0.06
C -2.31 2.06 0.26
C -1.50 2.93 -0.35
Ge 0.40 2.70 -0.81
C 1.61 3.05 0.69
C 1.09 2.61 2.04
C 0.97 3.87 -2.32
C 1.34 5.29 -1.87
C -1.85 4.37 -0.49
C -1.89 5.20 0.63
C -2.19 6.55 0.50
C -2.46 7.09 -0.74
C -2.43 6.27 -1.87
C -2.12 4.93 -1.74
H -2.38 1.06 4.51
H -2.25 2.16 3.14
H -0.87 1.19 3.62
H -3.52 0.04 2.60
H -2.07 -0.89 2.95
H -3.35 -1.91 0.34
H -3.25 -1.09 -1.21
H -5.03 -0.18 1.12
H -5.59 -0.98 -0.35
H -4.89 0.63 -0.43
H -3.26 2.46 0.61
H 2.54 2.54 0.43
H 1.83 4.12 0.68
H 1.81 2.82 2.84
H 0.87 1.55 2.05
H 0.16 3.13 2.30
H 0.19 3.91 -3.08
H 1.84 3.39 -2.78
H 0.51 5.78 -1.35
H 1.59 5.91 -2.73
H 2.20 5.28 -1.21
H -1.68 4.78 1.60
H -2.22 7.18 1.38
H -2.69 8.14 -0.84
H -2.66 6.69 -2.84
H -2.12 4.30 -2.62
N -1.18 0.89 -3.11
C 0.18 0.79 -3.59
C 1.25 0.50 -2.54
O 2.17 -0.26 -2.78
O 1.13 1.02 -1.33
H -1.46 1.83 -2.88
H -1.35 0.34 -2.27
H 0.47 1.72 -4.09
H 0.29 0.00 -4.33
*
```

Listed below, in e, are the Mulliken charges computed for each atom: atom 1 (Sr): 1.56, atom 2 (C): -1.07, atom 3 (C): -1.04, atom 4 (C): 0.68, atom 5 (C): -1.05, atom 6 (C): -0.47, atom 7 (C): -0.90, atom 8 (C): -0.51, atom 9 (N): 0.53, atom 10 (N): 0.30, atom 11 (C): -1.06, atom 12 (C): -0.92, atom 13 (C): -0.73, atom 14 (C): -0.55, atom 15 (C): -1.01, atom 16 (C): -0.12, atom 17 (N): 0.76, atom 18 (C): -3.46, atom 19 (C): 2.31, atom 20 (C): -1.04, atom 21 (C): -0.72, atom 22 (C): -1.02, atom 23 (C): -0.56, atom 24 (N): 0.35, atom 25 (H): 0.53, atom 26 (H): 0.38, atom 27 (H): 0.32, atom 28 (H): 0.55, atom 29 (H): 0.48, atom 30 (H): 0.42, atom 31 (H): 0.52, atom 32 (H): 0.45, atom 33 (H): 0.60, atom 34 (H): 0.79, atom 35 (H): 0.51, atom 36 (H): 0.46, atom 37 (H): 0.46, atom 38 (H): 0.36, atom 39 (H): 0.86, atom 40 (H): 1.03, atom 41 (H): 0.52, atom 42 (H): 0.49, atom 43 (H): 0.48, atom 44 (H): 0.52, atom 45 (C): -1.00, atom 46 (C): -0.48, atom 47 (Ge): 0.95, atom 48 (C): -0.32, atom 49 (C): -1.38, atom 50 (C): -0.81, atom 51 (C): 0.90, atom 52 (Ge): 0.51, atom 53 (C): -1.02, atom 54 (C): -0.55, atom 55 (C): -0.70, atom 56 (C): -1.38, atom 57 (C): -1.29, atom 58 (C): -0.11, atom 59 (C): -0.69, atom 60 (C): -0.53, atom 61 (C): -0.85, atom 62 (C): 0.22, atom 63 (H): 0.42, atom 64 (H): 0.23, atom 65 (H): 0.08, atom 66 (H): 0.59, atom 67 (H): -0.26, atom 68 (H): 0.24, atom 69 (H): 0.18, atom 70 (H): 0.28, atom 71 (H): 0.42, atom 72 (H): 0.28, atom 73 (H): 0.60, atom 74 (H): 0.47, atom 75 (H): 0.46, atom 76 (H): 0.50, atom 77 (H): -0.17, atom 78 (H): 0.10, atom 79 (H): 0.39, atom 80 (H): 0.64, atom 81 (H): 0.24, atom 82 (H): 0.40, atom 83 (H): 0.34, atom 84 (H): 0.25, atom 85 (H): 0.43, atom 86 (H): 0.40, atom 87 (H): 0.44, atom 88 (H): 0.42, atom 89 (N): -0.22, atom 90 (C): -1.41, atom 91 (C): 1.31, atom 92 (O): -0.63, atom 93 (O): -0.19, atom 94 (H): 0.40, atom 95 (H): -0.04, atom 96 (H): 0.40, atom 97 (H): 0.53